<P>
This record from the Open Molecules 2025 dataset describes a structure of composition C14H19ClN2O3. The level of theory is ωB97M-V with the def2-TZVPD basis set.

Summary:
LUMO (eV): 0.1
HOMO (eV): -7.91
Frontier orbital gap (eV): 8.04

Last column: Mulliken charge in e.
CARTESIAN COORDINATES (ANGSTROEM)
1 C -4.89 -1.38 1.03  -1.70
2 H -5.01 -1.95 1.84  0.53
3 C -3.31 -0.87 0.90  -0.46
4 H -3.20 -0.44 1.82  0.46
5 H -2.82 -2.03 0.77  0.13
6 C -3.16 -0.17 -0.23  0.84
7 C -3.17 -1.02 -1.41  -1.85
8 H -2.84 -0.23 -2.53  0.20
9 H -2.40 -1.66 -1.60  0.45
10 H -4.02 -1.37 -1.79  0.61
11 H -3.90 0.92 -0.35  0.29
12 C -1.84 0.68 -0.17  -0.65
13 N -0.65 -0.56 0.01  -0.39
14 C 0.42 -0.30 -0.70  0.45
15 O 0.38 0.18 -1.93  -0.69
16 N 1.34 -1.25 -0.22  -0.02
17 H 1.49 -1.67 0.67  0.27
18 C 2.62 -1.28 -0.99  -1.93
19 C 3.71 -0.07 -0.61  0.71
20 C 3.77 1.06 -1.12  -0.17
21 C 4.59 2.00 -0.84  -0.46
22 C 5.18 1.90 0.61  -0.90
23 C 5.11 0.75 1.22  -0.25
24 C 4.21 -0.29 0.83  0.60
25 Cl 4.05 -1.62 1.34  -0.35
26 H 5.71 0.50 2.09  0.30
27 H 5.97 2.39 0.84  0.49
28 H 4.81 3.08 -1.33  0.25
29 H 3.19 1.13 -2.06  0.28
30 H 2.45 -1.05 -2.04  0.50
31 H 3.12 -2.11 -1.04  0.80
32 H -0.56 -0.68 0.96  0.35
33 C -1.74 1.58 1.13  0.27
34 O -1.14 1.28 2.09  -0.51
35 O -2.66 2.48 0.93  -0.48
36 H -2.59 3.34 1.74  0.43
37 H -1.45 1.16 -1.14  0.73
38 H -5.18 -1.98 0.35  0.57
39 H -5.60 -0.46 0.93  0.30

=====

<Q>
This record from the Open Molecules 2025 dataset describes a structure of composition C14H19ClN2O3. The level of theory is ωB97M-V with the def2-TZVPD basis set.

Summary:
LUMO (eV): 0.5
HOMO (eV): -8.83
Frontier orbital gap (eV): 9.38

Last column: Mulliken charge in e.
CARTESIAN COORDINATES (ANGSTROEM)
1 C -1.18 -4.57 3.31  -0.76
2 H -1.53 -4.03 4.17  0.35
3 H -0.26 -5.10 3.37  0.30
4 H -2.02 -5.37 3.20  0.25
5 O -1.52 -3.74 2.18  -0.27
6 C -0.55 -2.59 2.10  0.36
7 O 0.26 -2.16 3.07  -0.58
8 C -0.80 -1.94 0.61  -1.45
9 N -0.11 -0.62 0.70  -0.28
10 C -0.81 0.45 0.63  0.51
11 O -1.80 0.47 -0.10  -0.71
12 N -0.20 1.69 0.83  0.01
13 H 0.64 1.60 1.39  0.22
14 C -0.60 2.87 0.56  -0.90
15 C -0.06 3.55 -0.58  0.45
16 C 0.62 2.81 -1.54  -0.50
17 C 1.17 3.28 -2.50  0.23
18 C 1.49 4.68 -2.66  -0.43
19 C 0.96 5.32 -1.79  -0.12
20 C 0.45 4.91 -0.63  0.13
21 Cl -0.30 6.01 0.59  -0.22
22 H 1.37 6.60 -1.79  0.10
23 H 2.05 5.03 -3.65  0.25
24 H 1.70 2.67 -3.48  0.13
25 H 0.13 1.63 -1.80  -0.03
26 H -0.62 3.49 1.49  0.54
27 H -1.78 2.81 0.52  0.26
28 H 0.73 -0.72 1.30  0.35
29 H -1.66 -1.68 0.53  1.89
30 C -0.08 -2.85 -0.39  0.04
31 C -0.37 -2.18 -1.91  -1.85
32 H -1.53 -1.88 -1.98  0.23
33 H 0.22 -1.24 -1.86  0.18
34 H -0.08 -2.72 -2.51  1.10
35 C 1.34 -3.05 -0.19  -1.21
36 H 2.03 -2.28 -0.43  0.35
37 H 1.57 -3.79 -1.08  0.34
38 H 1.79 -3.59 0.80  0.25
39 H -0.64 -3.77 -0.47  0.50

=====

How far above the most stable structure does each one sit? In eV: <P> 1.125; <Q> 0.000.